Entry 1:
80
Properties=species:S:1:pos:R:3:mulliken_charge:R:1 method="wB97M-V/def2-TZVPD" lumo_ha=0.0715 total_charge=-1 spin_multiplicity=1 e_tot_ev=-130451.70459 fmax_ev_per_a=1.38 homo_lumo_gap_ev=6.597
Br 3.737 -3.197 -1.679 -0.204
S 5.446 -4.565 0.508 -0.299
O 0.295 0.125 -0.488 0.030
O 1.211 -1.867 -0.551 -0.299
O 2.088 -4.212 1.692 -0.801
O 3.786 4.359 -3.008 -0.600
O -3.418 0.467 2.780 -0.548
O 0.298 4.293 -0.520 -0.627
O -3.296 -5.712 -2.440 -0.621
O 1.338 2.676 0.516 -0.126
O -3.008 2.385 3.753 -0.353
O 2.575 -5.600 -0.047 -0.722
O 2.551 2.600 -3.353 -0.271
O -1.735 -5.252 -0.969 -0.315
N 3.922 -2.373 0.958 -0.791
C -3.850 1.526 3.136 0.892
C -3.363 3.734 4.060 -0.410
C -5.308 1.896 2.969 -1.145
C -4.111 3.848 5.373 -0.992
C -0.762 1.025 -0.827 -0.332
C 2.927 3.847 -3.679 0.852
C -1.099 -1.858 -1.041 -0.997
C -3.618 -6.686 -0.299 -0.912
C 0.222 -1.210 -0.704 0.400
C 3.914 -3.636 0.259 0.644
C 1.823 1.199 -5.217 -1.245
C -1.822 1.129 0.247 -1.399
C 2.535 1.948 0.843 -0.152
C 2.721 -4.600 0.659 0.482
C -2.884 -5.832 -1.312 0.719
C 2.633 4.636 -0.260 -1.332
C 1.350 3.860 -0.113 0.881
C 2.305 4.537 -4.868 -1.159
C -0.511 -6.440 0.800 -1.126
C -1.248 -5.188 0.388 0.037
C 3.137 2.400 2.155 -1.246
C 1.437 1.914 -3.941 0.059
H -2.335 0.183 0.413 0.353
H 2.589 5.159 -1.207 0.369
H -3.422 -6.418 0.735 0.330
H -1.826 -1.209 -1.525 0.447
H -0.110 -6.307 1.804 0.339
H -5.867 1.460 3.796 0.277
H 1.142 1.190 -3.183 -0.082
H 6.138 -3.539 1.011 0.108
H -1.521 -2.239 -0.112 0.170
H 2.686 5.372 0.544 0.334
H 2.209 0.913 0.908 0.167
H 2.957 4.391 -5.729 0.290
H -0.906 -2.696 -1.706 0.438
H 3.513 -2.599 1.866 0.337
H -3.327 -7.724 -0.454 0.252
H 0.592 2.591 -4.079 0.392
H 0.327 -6.632 0.132 0.274
H -0.266 1.985 -0.945 -0.049
H 2.647 0.513 -5.024 0.321
H -3.914 4.184 3.232 0.351
H 4.004 1.785 2.397 0.399
H 2.404 2.303 2.957 0.307
H -4.310 4.895 5.605 0.359
H 3.246 2.002 0.018 0.335
H 1.308 4.184 -5.115 0.351
H -3.517 3.416 6.178 0.305
H -1.168 -7.315 0.794 0.364
H -5.063 3.317 5.341 0.272
H -1.189 0.761 -1.799 0.622
H -1.370 1.420 1.194 0.257
H -2.410 4.256 4.125 0.349
H -2.562 1.879 -0.037 0.461
H -5.503 2.964 2.934 0.364
H 0.976 0.630 -5.601 0.392
H 3.533 4.030 -0.257 0.387
H -0.560 -4.344 0.403 -0.025
H 2.249 5.600 -4.648 0.323
H 2.146 1.900 -5.990 0.333
H 3.454 3.444 2.118 0.307
H -4.685 -6.589 -0.488 0.305
H 3.216 -1.797 0.504 0.221
H -2.068 -4.946 1.070 0.325
H -5.657 1.452 2.040 0.298

Entry 2:
72
Properties=species:S:1:pos:R:3:mulliken_charge:R:1 method="wB97M-V/def2-TZVPD" lumo_ha="-0.3905 / -0.4234" total_charge=+3 spin_multiplicity=6 de_lowest_kcal_mol=238.6 e_tot_ev=-154054.04111 fmax_ev_per_a=3.66 homo_lumo_gap_ev="4.259 / 3.362"
Se -1.040 0.775 -1.770 0.263
Fe -0.470 0.249 0.466 -0.558
P 0.520 -0.716 2.593 1.118
P 0.728 2.049 0.535 1.055
P -2.656 1.241 1.372 0.900
N -1.554 -1.410 0.453 1.559
N -1.609 0.078 2.683 -1.026
C 5.945 -2.941 -6.386 -0.439
C 2.128 -1.035 -3.802 -0.784
C -3.868 0.135 2.347 -1.341
C 0.050 3.534 -0.302 -1.200
C -2.325 2.561 2.679 -1.345
C 1.283 2.859 2.100 -1.464
C 0.089 -2.385 3.113 -1.328
C 4.983 -2.227 -7.059 -0.564
C 1.188 -0.681 -2.826 -0.082
C 1.110 0.531 -5.354 -0.753
C -1.860 -2.357 -0.474 -0.249
C 2.313 1.841 -0.351 -1.148
C 0.170 0.889 -4.382 -0.516
C 0.213 0.172 4.244 -1.255
C 2.094 -0.434 -5.071 -0.155
C 0.211 0.291 -3.097 0.532
C -2.685 -3.414 -0.129 -1.116
C 2.282 -0.720 2.450 -1.138
C -1.976 -1.729 1.631 0.280
C -3.205 -3.590 1.161 -0.727
C -3.711 2.011 0.198 -1.195
C -2.881 -2.674 2.142 -0.988
H 2.115 1.743 -1.426 0.363
H -0.912 -2.541 3.518 0.378
H 2.826 0.937 0.002 0.316
H -4.267 -0.681 1.639 0.376
H 0.675 4.398 -0.038 0.520
H 2.827 -0.716 -5.833 0.310
H -3.955 1.246 -0.530 0.443
H -3.343 2.852 2.997 0.585
H 0.265 -3.099 2.308 0.374
H -0.783 0.099 4.649 0.390
H 0.333 1.310 4.086 0.326
H 2.895 -1.789 -3.576 0.442
H 2.947 2.716 -0.166 0.519
H -1.754 3.399 2.228 0.386
H -3.822 -4.393 1.417 0.625
H 2.473 -1.437 1.658 0.449
H 1.224 -1.159 -1.845 0.252
H 1.969 2.223 2.674 0.340
H -3.601 -0.481 3.199 0.333
H 4.100 -2.737 -7.485 0.272
H 0.807 -0.325 5.048 0.562
H 1.071 1.007 -6.342 0.415
H -0.987 3.737 0.003 0.299
H 1.816 3.776 1.822 0.623
H -4.547 2.331 0.803 0.550
H 0.076 3.386 -1.387 0.376
H 0.422 3.146 2.724 0.383
H -2.097 0.417 3.593 0.484
H -2.934 -4.129 -0.919 0.480
H -1.450 -2.165 -1.462 0.400
H -4.567 0.801 2.938 0.505
H 5.850 -4.033 -6.250 0.243
H -1.789 2.244 3.591 0.420
H -3.135 2.831 -0.218 0.370
H 0.784 -2.584 3.942 0.609
H 5.107 -1.143 -7.233 0.265
H 6.853 -2.444 -5.998 0.243
H -0.960 0.789 2.435 -0.195
H -3.255 -2.694 3.182 0.533
H 2.563 -1.081 3.429 0.588
H -0.596 1.637 -4.593 0.455
H 0.673 -0.576 0.033 -0.248
H 2.617 0.281 2.222 0.308